No. 1
{
  "formula": "C35H70ClO15S5",
  "method": "wB97M-V/def2-TZVPD",
  "species": ["Cl", "C", "C", "C", "S", "O", "O", "C", "H", "H", "H", "H", "H", "H", "H", "H", "C", "C", "C", "S", "O", "O", "C", "H", "H", "H", "H", "H", "H", "H", "H", "C", "C", "C", "S", "O", "O", "C", "H", "H", "H", "H", "H", "H", "H", "H", "C", "C", "C", "S", "O", "O", "C", "H", "H", "H", "H", "H", "H", "H", "H", "C", "C", "C", "S", "O", "O", "C", "H", "H", "H", "H", "H", "H", "H", "H", "C", "C", "O", "C", "H", "H", "H", "H", "H", "H", "C", "C", "O", "C", "H", "H", "H", "H", "H", "H", "C", "C", "O", "C", "H", "H", "H", "H", "H", "H", "C", "C", "O", "C", "H", "H", "H", "H", "H", "H", "C", "C", "O", "C", "H", "H", "H", "H", "H", "H"],
  "coordinates": [[4.385, -20.950, 1.112], [5.946, -19.721, 5.800], [4.964, -20.037, 4.652], [3.881, -20.929, 5.173], [4.601, -21.887, 6.592], [4.828, -23.269, 6.294], [3.880, -21.559, 7.792], [6.156, -21.048, 6.562], [5.548, -19.011, 6.530], [6.867, -19.397, 5.325], [5.507, -20.538, 3.866], [4.530, -19.080, 4.334], [3.559, -21.744, 4.472], [3.029, -20.507, 5.612], [6.829, -21.728, 6.032], [6.473, -20.895, 7.601], [3.624, -19.238, -4.486], [4.607, -20.087, -3.662], [4.298, -19.811, -2.166], [3.885, -18.106, -2.141], [5.089, -17.342, -1.793], [2.670, -17.952, -1.365], [3.497, -17.847, -3.891], [2.656, -19.728, -4.357], [3.771, -19.149, -5.598], [5.670, -19.858, -3.812], [4.440, -21.129, -3.879], [5.135, -19.992, -1.467], [3.406, -20.370, -1.830], [4.249, -17.177, -4.286], [2.538, -17.332, -3.980], [4.731, -15.824, 0.762], [5.039, -14.711, 1.813], [3.749, -14.481, 2.638], [3.218, -16.186, 2.960], [1.753, -16.228, 3.116], [4.055, -16.717, 3.991], [3.698, -16.813, 1.331], [5.635, -16.296, 0.461], [4.339, -15.472, -0.179], [5.461, -13.820, 1.379], [5.763, -15.132, 2.511], [2.929, -14.043, 2.064], [4.016, -13.979, 3.578], [2.789, -16.832, 0.751], [4.028, -17.853, 1.361], [7.725, -24.042, 1.020], [6.495, -24.388, 2.010], [6.413, -23.228, 3.123], [8.060, -22.623, 3.223], [9.061, -23.477, 3.828], [8.023, -21.214, 3.646], [8.263, -22.674, 1.434], [7.294, -24.002, 0.002], [8.557, -24.776, 1.012], [6.510, -25.349, 2.509], [5.614, -24.297, 1.388], [6.129, -23.500, 4.118], [5.806, -22.333, 2.868], [9.296, -22.591, 1.083], [7.676, -21.811, 1.123], [-0.251, -22.120, -0.322], [0.691, -20.949, -0.745], [0.624, -20.802, -2.244], [-1.086, -20.996, -2.673], [-1.272, -21.820, -3.868], [-1.788, -19.749, -2.547], [-1.491, -22.075, -1.254], [-0.609, -22.045, 0.723], [0.267, -23.085, -0.544], [1.704, -21.121, -0.384], [0.384, -20.004, -0.290], [1.105, -21.643, -2.746], [0.987, -19.822, -2.635], [-1.813, -23.044, -1.681], [-2.321, -21.511, -0.825], [2.970, -26.270, 3.020], [1.713, -25.328, 3.151], [0.677, -25.716, 2.686], [1.877, -23.990, 3.730], [2.649, -26.976, 2.258], [3.104, -26.807, 3.964], [3.917, -25.782, 2.833], [2.382, -23.336, 2.978], [2.470, -23.875, 4.646], [0.904, -23.501, 3.818], [0.706, -19.380, 2.913], [-0.444, -19.245, 1.928], [-1.332, -20.044, 1.818], [-0.441, -18.009, 1.078], [0.684, -18.485, 3.520], [1.688, -19.389, 2.422], [0.516, -20.280, 3.533], [-1.163, -18.157, 0.269], [0.544, -17.945, 0.694], [-0.664, -17.182, 1.708], [4.764, -23.664, -1.555], [3.313, -23.803, -1.227], [2.488, -23.262, -1.905], [3.018, -24.532, 0.067], [4.949, -22.969, -2.368], [5.262, -24.645, -1.740], [5.234, -23.171, -0.719], [3.667, -24.033, 0.821], [3.386, -25.579, 0.002], [1.967, -24.536, 0.364], [8.105, -19.333, -0.464], [8.108, -19.937, -1.837], [8.311, -19.246, -2.847], [7.568, -21.391, -1.917], [9.070, -19.553, 0.036], [7.272, -19.838, 0.061], [7.832, -18.296, -0.483], [7.607, -21.684, -2.954], [6.630, -21.553, -1.363], [8.342, -22.060, -1.475], [9.236, -17.450, 4.214], [8.299, -16.810, 3.207], [8.434, -15.677, 2.802], [7.227, -17.711, 2.604], [8.790, -18.223, 4.779], [9.657, -16.684, 4.842], [10.104, -17.822, 3.728], [6.846, -17.192, 1.752], [6.436, -17.847, 3.334], [7.604, -18.735, 2.425]],
  "e_homo_ha": -0.2468,
  "max_force_ev_per_a": 3.18,
  "lumo_energy_ev": 2.02,
  "orbital_gap_ev": 8.73,
  "total_charge": -1,
  "energy_ev": -134843.1499
}

***

No. 2
{
  "formula": "C35H71ClN6O15",
  "method": "wB97M-V/def2-TZVPD",
  "species": ["C", "C", "C", "C", "C", "C", "N", "O", "C", "C", "C", "H", "H", "H", "H", "H", "H", "H", "H", "H", "H", "H", "H", "H", "H", "H", "H", "H", "H", "Cl", "O", "O", "O", "O", "O", "C", "N", "C", "H", "H", "H", "H", "H", "O", "C", "N", "C", "H", "H", "H", "H", "H", "O", "C", "N", "C", "H", "H", "H", "H", "H", "O", "C", "N", "C", "H", "H", "H", "H", "H", "C", "C", "N", "C", "C", "C", "C", "H", "H", "H", "H", "H", "H", "H", "H", "H", "H", "H", "H", "H", "H", "H", "O", "C", "O", "C", "C", "C", "H", "H", "H", "H", "H", "H", "O", "C", "O", "C", "C", "C", "H", "H", "H", "H", "H", "H", "O", "C", "O", "C", "C", "C", "H", "H", "H", "H", "H", "H"],
  "coordinates": [[5.004, -0.978, 4.231], [5.428, -1.054, 5.676], [4.977, 0.146, 6.446], [3.477, 0.327, 6.621], [2.822, -0.923, 7.257], [3.247, -2.262, 6.517], [4.797, -2.238, 6.304], [5.349, -3.454, 6.205], [2.485, -2.447, 5.130], [3.082, -3.423, 7.581], [6.960, -1.277, 5.934], [4.186, -0.273, 4.080], [4.701, -1.935, 3.808], [5.830, -0.645, 3.602], [5.393, 1.092, 6.099], [5.353, 0.028, 7.462], [3.007, 0.581, 5.671], [3.251, 1.161, 7.285], [1.753, -0.848, 7.058], [2.882, -0.776, 8.335], [1.417, -2.661, 5.165], [2.870, -3.197, 4.440], [2.368, -1.491, 4.619], [3.775, -3.241, 8.402], [3.190, -4.417, 7.147], [2.122, -3.520, 8.089], [7.403, -0.322, 5.653], [7.391, -2.088, 5.347], [7.280, -1.470, 6.958], [0.833, 1.182, -1.560], [0.917, -0.273, -1.708], [-0.052, 1.715, -2.603], [0.288, 1.467, -0.262], [2.112, 1.863, -1.674], [0.763, -8.176, -6.990], [0.665, -7.587, -5.918], [1.040, -8.134, -4.744], [0.405, -6.115, -5.852], [1.505, -9.028, -4.821], [1.168, -7.650, -3.868], [1.124, -5.548, -5.261], [-0.599, -5.968, -5.453], [0.358, -5.804, -6.896], [-1.938, 4.512, 7.440], [-1.925, 5.492, 6.653], [-1.289, 6.607, 7.095], [-2.664, 5.417, 5.354], [-0.930, 6.527, 8.035], [-1.351, 7.436, 6.521], [-1.904, 5.470, 4.574], [-3.365, 6.231, 5.172], [-3.195, 4.466, 5.321], [9.366, -4.369, -3.022], [8.360, -4.304, -2.362], [8.227, -4.595, -1.081], [7.105, -3.876, -3.038], [7.354, -4.862, -0.647], [9.059, -4.745, -0.528], [6.466, -4.731, -3.261], [7.330, -3.362, -3.972], [6.522, -3.211, -2.401], [-7.310, -1.201, -2.096], [-6.182, -0.851, -1.765], [-5.101, -1.224, -2.494], [-5.970, 0.067, -0.546], [-5.225, -1.960, -3.174], [-4.194, -0.783, -2.440], [-6.846, -0.091, 0.082], [-5.907, 1.128, -0.785], [-5.117, -0.216, 0.071], [-8.629, -8.510, -0.170], [-7.515, -7.442, 0.049], [-6.893, -7.343, 1.349], [-7.960, -7.184, 2.392], [-8.673, -5.817, 2.352], [-5.761, -6.382, 1.466], [-4.610, -6.680, 0.557], [-9.611, -8.200, 0.187], [-8.198, -9.429, 0.228], [-8.675, -8.712, -1.240], [-6.740, -7.716, -0.667], [-7.941, -6.549, -0.408], [-8.633, -8.039, 2.325], [-7.469, -7.204, 3.364], [-9.323, -5.868, 1.479], [-9.259, -5.747, 3.269], [-8.064, -4.914, 2.313], [-5.467, -6.480, 2.512], [-6.092, -5.361, 1.277], [-4.764, -6.466, -0.500], [-4.446, -7.757, 0.603], [-3.760, -6.058, 0.840], [3.176, 0.511, -10.076], [2.932, 1.734, -9.850], [3.949, 2.617, -9.738], [3.441, 3.882, -9.391], [2.060, 3.890, -9.909], [1.586, 2.480, -9.743], [4.053, 4.682, -9.807], [3.507, 4.014, -8.311], [1.971, 4.270, -10.927], [1.347, 4.524, -9.382], [0.922, 2.062, -10.500], [1.129, 2.178, -8.801], [-5.397, 11.322, -4.183], [-4.888, 10.239, -4.484], [-5.586, 9.209, -5.013], [-4.845, 8.011, -5.056], [-3.437, 8.496, -4.975], [-3.450, 9.842, -4.308], [-5.176, 7.420, -5.910], [-5.124, 7.328, -4.254], [-3.031, 8.587, -5.982], [-2.885, 7.740, -4.415], [-2.747, 10.478, -4.846], [-3.218, 9.749, -3.247], [5.278, 8.092, 2.793], [4.632, 8.159, 1.806], [5.374, 8.233, 0.595], [4.567, 8.236, -0.524], [3.190, 8.461, 0.070], [3.199, 8.148, 1.517], [4.597, 7.294, -1.073], [4.737, 9.086, -1.185], [2.489, 7.898, -0.545], [2.859, 9.498, 0.008], [2.722, 7.190, 1.724], [2.848, 8.981, 2.126]],
  "e_homo_ha": -0.2867,
  "max_force_ev_per_a": 8.31,
  "lumo_energy_ev": -5.87,
  "orbital_gap_ev": 1.93,
  "total_charge": 0,
  "energy_ev": -89608.0805
}

***

No. 3
{
  "formula": "C35H72Br28INP",
  "method": "wB97M-V/def2-TZVPD",
  "species": ["C", "C", "P", "C", "C", "N", "C", "C", "C", "I", "H", "H", "H", "H", "H", "H", "H", "H", "H", "H", "H", "H", "H", "H", "H", "H", "Br", "C", "C", "Br", "H", "H", "H", "H", "Br", "C", "C", "Br", "H", "H", "H", "H", "Br", "C", "C", "Br", "H", "H", "H", "H", "Br", "C", "C", "Br", "H", "H", "H", "H", "Br", "C", "C", "Br", "H", "H", "H", "H", "Br", "C", "C", "Br", "H", "H", "H", "H", "Br", "C", "C", "Br", "H", "H", "H", "H", "Br", "C", "C", "Br", "H", "H", "H", "H", "Br", "C", "C", "Br", "H", "H", "H", "H", "Br", "C", "C", "Br", "H", "H", "H", "H", "Br", "C", "C", "Br", "H", "H", "H", "H", "Br", "C", "C", "Br", "H", "H", "H", "H", "Br", "C", "C", "Br", "H", "H", "H", "H", "Br", "C", "C", "Br", "H", "H", "H", "H"],
  "coordinates": [[2.030, -1.379, -2.004], [0.696, -1.429, -2.925], [-0.417, -0.079, -2.268], [0.187, 1.500, -3.153], [-2.221, -0.220, -2.805], [-2.926, 0.609, -1.727], [-2.991, -0.343, -0.550], [-3.510, -1.757, -1.118], [-3.037, -1.579, -2.663], [-2.400, -3.346, -3.761], [2.242, -0.306, -1.727], [2.896, -1.913, -2.483], [1.729, -1.899, -1.034], [0.311, -2.483, -2.838], [1.037, -1.266, -3.996], [-0.669, 2.255, -3.206], [1.092, 1.951, -2.661], [0.423, 1.260, -4.245], [-2.487, 0.217, -3.813], [-2.225, 1.346, -1.552], [-3.902, 0.876, -1.904], [-3.670, 0.054, 0.280], [-2.032, -0.507, 0.033], [-3.201, -2.696, -0.584], [-4.636, -1.629, -0.991], [-4.019, -1.337, -3.196], [-0.811, 4.443, -5.428], [-2.199, 3.115, -5.771], [-3.573, 3.687, -5.542], [-3.971, 3.818, -3.636], [-1.980, 2.255, -5.138], [-2.068, 2.833, -6.817], [-4.337, 3.024, -5.948], [-3.702, 4.683, -5.963], [4.477, -1.472, 0.287], [4.167, -1.456, 2.211], [2.737, -1.805, 2.541], [1.544, -0.302, 2.198], [4.466, -0.474, 2.571], [4.848, -2.207, 2.612], [2.631, -2.015, 3.606], [2.356, -2.650, 1.969], [-1.968, 1.954, 2.136], [-3.618, 2.653, 2.907], [-4.563, 1.533, 3.258], [-5.423, 0.827, 1.658], [-4.032, 3.359, 2.189], [-3.310, 3.192, 3.804], [-5.376, 1.895, 3.886], [-4.075, 0.696, 3.754], [7.360, -0.618, 3.673], [7.761, 1.198, 3.052], [7.233, 1.419, 1.655], [8.362, 0.560, 0.318], [8.838, 1.334, 3.131], [7.263, 1.858, 3.750], [7.253, 2.480, 1.403], [6.224, 1.034, 1.510], [-0.587, -3.821, 0.517], [0.412, -5.365, -0.132], [-0.513, -6.464, -0.588], [-1.275, -7.419, 0.927], [1.081, -5.670, 0.671], [1.003, -4.989, -0.968], [0.038, -7.218, -1.152], [-1.346, -6.104, -1.190], [-5.569, 2.225, 7.658], [-7.229, 2.533, 6.682], [-8.009, 1.256, 6.508], [-7.233, 0.138, 5.112], [-6.959, 3.005, 5.739], [-7.788, 3.244, 7.291], [-9.024, 1.470, 6.170], [-8.053, 0.650, 7.412], [-8.153, 4.396, -4.157], [-7.355, 5.980, -3.350], [-7.454, 7.171, -4.269], [-6.138, 7.069, -5.703], [-6.331, 5.722, -3.089], [-7.927, 6.151, -2.437], [-7.217, 8.090, -3.731], [-8.430, 7.272, -4.739], [1.351, -0.801, -8.063], [-0.114, -0.477, -6.823], [-1.452, -0.748, -7.462], [-1.975, 0.697, -8.661], [-0.006, 0.547, -6.466], [0.060, -1.167, -5.995], [-2.236, -0.785, -6.704], [-1.473, -1.666, -8.046], [2.407, -8.887, 0.473], [2.239, -10.738, 1.060], [1.176, -10.881, 2.119], [1.809, -10.244, 3.848], [3.225, -11.056, 1.392], [1.965, -11.296, 0.164], [0.931, -11.933, 2.275], [0.265, -10.330, 1.891], [8.493, -1.423, 8.189], [8.796, 0.501, 8.260], [7.815, 1.240, 7.384], [8.292, 1.093, 5.496], [9.834, 0.670, 7.981], [8.656, 0.772, 9.307], [7.839, 2.309, 7.602], [6.793, 0.877, 7.480], [5.700, 0.645, -9.190], [6.162, -1.114, -8.491], [5.067, -1.656, -7.607], [5.084, -0.802, -5.855], [7.117, -1.013, -7.980], [6.290, -1.745, -9.372], [5.225, -2.717, -7.408], [4.071, -1.513, -8.020], [12.559, -2.902, -2.060], [11.128, -2.533, -0.789], [9.774, -2.798, -1.396], [9.250, -1.367, -2.611], [11.256, -1.506, -0.455], [11.311, -3.209, 0.048], [9.004, -2.811, -0.623], [9.730, -3.727, -1.962], [-11.157, 0.808, 9.013], [-10.887, 2.733, 9.148], [-11.847, 3.486, 8.262], [-11.300, 3.399, 6.393], [-9.842, 2.924, 8.911], [-11.066, 2.972, 10.197], [-11.844, 4.548, 8.510], [-12.866, 3.108, 8.312], [2.767, 5.943, 2.323], [1.099, 6.271, 1.372], [0.293, 5.005, 1.228], [1.024, 3.855, -0.166], [1.360, 6.726, 0.418], [0.562, 6.999, 1.982], [-0.724, 5.232, 0.904], [0.255, 4.412, 2.140]],
  "e_homo_ha": -0.3601,
  "max_force_ev_per_a": 5.70,
  "lumo_energy_ev": -2.48,
  "orbital_gap_ev": 7.32,
  "total_charge": 1,
  "energy_ev": -2017524.7549
}